Record 1
The following is a quantum chemistry calculation of a cluster of 13 separate species, C65H65N13 in total in a non-equilibrium geometry, from the OMol25 dataset.

Geometry as XYZ:
```
143
Properties=species:S:1:pos:R:3:forces:R:3
N -4.986 0.285 -0.553 -1.5 2.3 -1.8
N 1.187 5.183 0.799 0.0 -0.1 -1.0
N -0.921 0.631 -1.910 2.6 -1.6 1.8
N 3.223 -4.049 0.101 -1.0 1.0 0.9
N -4.085 4.241 -2.709 0.3 0.2 -0.5
N 4.219 -0.692 -5.599 -1.2 0.0 0.6
N -4.706 -2.949 1.282 2.3 0.2 0.4
N 2.162 -1.678 -2.172 4.2 -2.4 -1.6
N -2.327 1.022 2.589 -3.3 4.6 -0.3
N 1.435 2.116 2.712 1.3 -3.9 5.2
N 3.217 0.091 -0.114 6.9 1.9 5.7
N -0.592 -3.922 -1.104 -0.3 0.5 -0.8
N -1.197 -3.102 3.522 1.0 -1.2 2.1
C -3.759 2.984 -3.011 0.5 1.6 -0.4
C -0.694 -2.032 -2.595 -0.7 -1.3 -1.0
C -1.863 3.373 2.036 0.9 -1.7 1.5
C 2.186 1.022 2.376 0.0 2.8 1.1
C 0.933 4.040 1.434 0.0 0.5 -1.5
C -0.850 -0.730 3.359 2.5 -2.1 1.7
C 1.313 -2.740 0.949 1.3 -2.4 0.7
C 3.782 -3.890 1.321 0.0 -1.2 -0.4
C 3.455 -3.602 -3.064 -1.4 1.8 1.2
C -4.463 -1.756 0.645 0.0 -3.6 0.7
C -2.298 -3.845 -2.740 -0.6 1.3 -1.0
C -3.181 -1.397 0.214 -0.9 -0.8 -0.6
C 1.731 1.477 5.017 1.0 0.5 0.9
C 3.369 -1.072 -2.026 0.6 -0.9 -2.4
C -3.370 4.874 -1.761 0.6 0.1 -1.9
C 1.097 2.201 4.040 2.3 0.7 -0.8
C -0.090 -2.753 -1.595 -2.4 -1.8 0.6
C 1.040 -0.211 -0.703 -3.3 -0.3 0.0
C -5.206 2.687 -0.684 -0.4 -0.4 -3.5
C -1.511 -1.921 3.022 0.0 2.1 2.1
C -1.833 -2.581 -3.179 0.2 -0.5 0.5
C 2.657 0.510 4.663 1.3 0.8 -0.5
C -3.587 -3.698 1.619 -1.5 1.0 -0.7
C -6.846 1.417 0.431 -0.8 -0.9 -0.4
C 3.692 -0.949 0.641 2.0 2.0 0.4
C 1.263 5.156 -0.557 -0.1 -1.2 0.6
C 4.091 0.610 -5.943 -1.9 -1.5 0.6
C 0.499 -2.020 4.875 -0.7 -2.0 -0.2
C 1.146 3.946 -1.299 0.5 2.8 -0.1
C -2.312 -3.321 1.251 -0.5 -3.2 -1.5
C -0.237 -3.177 4.463 0.3 2.1 -0.4
C 4.816 1.586 0.925 0.4 0.0 0.0
C -1.002 0.195 0.504 1.2 0.2 -1.4
C 4.833 -0.789 1.507 -1.6 1.7 -2.0
C -1.582 0.616 -0.707 3.2 -0.8 -0.4
C -1.533 2.129 2.674 -2.3 1.0 -1.1
C 0.339 -0.201 0.508 -0.8 1.0 -1.4
C -3.880 2.333 1.317 0.7 -2.2 2.2
C 4.622 -1.633 -2.323 -0.6 -0.6 -0.5
C 0.399 0.168 -1.882 -2.3 1.5 2.1
C -2.142 -2.258 0.445 -0.1 1.5 -0.9
C 1.992 -3.481 -0.073 1.7 -0.7 2.2
C -6.154 0.257 0.121 -0.2 2.6 -0.5
C 1.957 0.719 -4.807 0.3 0.6 0.8
C -1.731 -4.433 -1.654 2.2 0.7 0.5
C 0.885 2.802 -0.636 -0.1 -0.7 2.2
C 3.200 -1.284 -4.872 1.2 1.6 -1.3
C 1.936 -2.693 2.228 -0.1 -0.2 -1.3
C -2.720 2.313 -2.404 2.3 2.5 -0.5
C 0.707 2.835 0.761 -0.3 0.7 -2.4
C 5.286 0.553 1.678 1.3 -2.8 0.4
C 2.263 -2.947 -2.650 2.6 -0.8 -1.2
C 0.224 -0.813 4.292 -1.9 0.0 -1.1
C -3.478 1.104 1.891 0.5 2.3 0.7
C 2.957 1.351 -5.529 1.2 -0.5 -0.5
C 2.904 0.295 3.318 -1.0 -1.0 0.8
C 3.848 1.292 0.014 -1.2 -0.3 -0.6
C -4.563 1.480 -1.048 -2.8 -1.8 2.4
C -2.266 4.316 -1.137 0.2 -0.7 -0.8
C 2.059 -0.617 -4.449 0.6 0.0 -2.1
C -1.917 2.969 -1.406 -1.7 2.1 -1.7
C -3.049 3.438 1.372 -1.8 -0.1 0.0
C -6.405 2.629 -0.040 -1.8 0.4 -0.6
C 3.201 -3.275 2.395 -1.7 0.3 0.0
C 4.642 -2.872 -2.916 -0.2 -1.8 0.4
H 3.371 -2.282 -4.496 -0.1 0.5 -1.2
H 3.483 -0.554 2.986 -0.3 0.4 0.6
H 3.428 -0.057 -1.662 -0.5 -0.6 -2.1
H -1.689 4.955 -0.485 0.2 -0.2 0.2
H 2.936 2.395 -5.802 -0.3 0.1 0.1
H -2.526 1.139 -0.672 0.5 -1.0 0.5
H 2.351 0.936 1.312 -0.5 0.0 1.0
H 3.163 -0.068 5.422 0.0 -0.1 0.0
H 1.203 1.317 -4.316 -0.5 0.2 -0.5
H 5.519 -3.389 -3.277 0.5 0.4 0.1
H -4.057 0.203 1.754 0.1 0.2 0.4
H -4.769 3.616 -1.019 -0.7 -0.5 0.6
H -2.352 -1.999 -3.927 -0.1 -0.3 -0.3
H -3.469 4.303 0.879 0.5 0.4 0.3
H 3.355 -4.569 -3.536 0.3 -0.1 0.1
H -5.398 -1.264 0.424 1.9 -1.5 0.5
H 0.405 2.972 4.343 0.0 0.3 -0.1
H 0.048 -4.120 4.906 -0.3 -0.3 -0.2
H 1.534 -2.150 3.071 -0.3 -0.2 -0.5
H 1.529 1.616 6.068 -0.3 0.2 0.0
H -1.587 0.248 1.410 0.8 -0.8 -1.5
H 0.358 1.959 1.288 0.0 0.8 -1.2
H -7.053 3.486 0.065 0.3 0.3 0.3
H 1.422 6.134 -0.986 0.1 -0.1 -0.4
H 0.826 -2.388 -1.154 -1.8 0.4 -0.3
H 3.132 -1.871 0.587 0.7 0.7 -0.4
H -1.141 2.475 -0.840 -0.5 1.0 -0.6
H -0.201 -1.146 -2.968 -0.9 -0.9 -0.2
H 0.315 -2.383 0.740 0.5 -0.2 0.5
H 6.093 0.725 2.375 0.0 0.1 0.2
H 3.394 2.119 -0.513 0.0 0.0 -0.6
H 0.786 1.872 -1.176 0.1 0.8 0.4
H 0.807 0.066 4.523 -1.4 -1.3 -0.2
H 0.998 0.205 -2.780 -0.6 0.2 0.2
H 5.212 2.580 1.077 -0.2 0.1 -0.2
H 4.725 -4.373 1.528 0.4 -0.2 -0.5
H -1.162 4.194 2.067 -0.4 0.0 0.2
H -1.431 -3.910 1.462 -0.4 -0.3 0.1
H -2.614 1.262 -2.628 0.6 0.5 -0.6
H 1.332 -1.173 -3.876 0.0 0.5 -0.8
H 0.898 4.093 2.512 -0.1 0.4 -0.2
H -4.828 2.328 0.800 1.6 0.2 2.5
H 1.184 3.894 -2.377 0.2 0.5 -0.2
H -1.146 -1.999 0.118 -0.8 0.0 0.0
H -3.113 -4.355 -3.232 -0.3 0.3 0.0
H -4.391 2.446 -3.702 -0.1 0.1 -0.2
H -1.218 0.208 2.968 1.2 -1.8 0.9
H 1.648 -3.523 -1.096 0.3 -1.3 1.8
H -7.788 1.294 0.945 -0.1 0.3 0.1
H 5.159 -1.667 2.043 0.3 0.3 0.2
H -3.630 5.919 -1.684 0.0 0.1 0.5
H -3.603 1.520 -1.543 -2.4 -1.3 1.1
H 5.553 -1.092 -2.240 -0.1 0.3 0.2
H 1.381 -3.563 -2.748 -0.2 0.4 -0.4
H 0.849 -0.439 1.430 -0.4 -0.1 -0.1
H 4.804 0.998 -6.656 0.3 0.2 0.3
H -0.577 1.999 3.160 -1.0 -0.2 -0.2
H 3.647 -3.284 3.379 0.3 0.1 0.0
H 2.086 -0.479 -0.699 -3.1 0.1 -0.2
H -2.435 -1.932 2.463 0.5 1.0 0.8
H -3.009 -0.513 -0.381 -0.7 -1.0 0.4
H -3.744 -4.604 2.186 -0.2 0.0 0.1
H -6.631 -0.657 0.443 -0.1 0.0 -0.1
H -2.155 -5.330 -1.227 0.2 -0.1 0.1
H 1.355 -2.203 5.506 0.0 0.2 0.4
```
Positions in Å, forces in eV/Å.

- Net charge: 0
- Orbital gap: 7.864 eV
- ΔE to the lowest compared entry with this formula, charge and spin: 27.0253 eV
- Energy: -87801.0947 eV


Record 2
The following is a quantum chemistry calculation of the ion C7H14N2 with charge +2 in a non-equilibrium geometry, from the OMol25 dataset.

Geometry as XYZ:
```
23
Properties=species:S:1:pos:R:3:forces:R:3
N 1.314 -1.438 0.002 -5.1 -0.7 0.4
N -0.557 0.369 0.103 0.0 0.5 -1.6
C 3.280 0.058 -0.031 -3.6 -0.2 1.6
C -1.168 1.262 1.172 1.7 -1.0 5.2
C 0.830 0.769 -0.062 4.3 -0.5 0.9
C 1.811 -0.213 0.075 -2.5 2.7 -1.0
C -0.720 -1.041 0.067 5.2 -0.2 1.3
C -1.081 0.870 -1.227 -2.7 5.4 0.8
C -1.741 -2.059 -0.052 -0.7 2.9 -2.1
H -1.038 0.688 2.225 0.0 1.3 -2.4
H -0.781 1.978 -1.249 0.1 -1.8 -0.3
H -0.714 0.337 -1.981 2.0 -2.1 -3.2
H -2.193 1.356 1.092 -2.1 0.1 -0.9
H 3.634 -0.555 -0.724 2.0 -2.4 -3.0
H -2.161 1.039 -1.402 0.0 -1.2 1.1
H -1.848 -2.381 1.009 -0.4 -0.6 -0.6
H 3.357 1.038 -0.236 0.6 3.4 -1.2
H 1.555 -2.120 0.712 0.1 -0.7 0.1
H -1.232 -2.724 -0.789 -0.6 -0.6 0.8
H 3.722 -0.052 0.877 1.5 -0.8 2.7
H -0.671 2.277 1.319 -0.3 -1.6 -0.9
H 1.156 1.805 -0.278 -1.1 -0.6 0.5
H -2.686 -1.566 -0.613 1.6 -1.3 1.7
```
Positions in Å, forces in eV/Å.

- Net charge: +2
- Orbital gap (alpha / beta): 6.220 / 6.211 eV
- ΔE to the lowest compared entry with this formula, charge and spin: 7.8289 eV
- Energy: -10440.2211 eV


Record 3
The following is a quantum chemistry calculation of the molecule C5H9N in a non-equilibrium geometry, from the OMol25 dataset.

Geometry as XYZ:
```
15
Properties=species:S:1:pos:R:3:forces:R:3
N -1.322 -1.416 1.570 0.1 0.8 3.1
C 0.826 1.204 -2.062 -4.1 -4.9 -2.3
C -1.215 -0.566 0.504 -0.7 0.6 -4.2
C 0.057 0.136 -1.473 1.9 5.1 0.6
C 1.162 0.222 0.947 0.2 0.0 -0.2
C -0.091 0.052 0.036 0.7 -1.1 0.0
H -0.553 -0.506 -2.111 0.7 -0.3 0.2
H -2.040 -0.472 -0.338 1.2 -1.0 2.2
H -0.815 -1.010 2.393 -0.4 -0.9 -1.0
H 0.833 2.209 -1.716 1.0 0.3 0.9
H 2.131 0.408 0.453 -0.7 -0.2 -0.6
H 0.770 1.052 -3.222 0.6 0.8 2.1
H -2.220 -1.754 1.941 0.3 0.6 -0.9
H 1.076 1.158 1.551 -0.2 -1.0 0.2
H 1.402 -0.719 1.527 -0.7 1.1 -0.1
```
Positions in Å, forces in eV/Å.

- Net charge: 0
- Orbital gap: 8.299 eV
- ΔE to the lowest compared entry with this formula, charge and spin: 3.0334 eV
- Structure (SMILES): C=C/C(C)=C/N
- Energy: -6817.9615 eV


Record 4
The following is a quantum chemistry calculation of a cluster of 2 separate species, C26H32Br2O2 in total, from the OMol25 dataset.

Geometry as XYZ:
```
62
Properties=species:S:1:pos:R:3:forces:R:3
Br 5.619 1.909 3.055 0.0 0.0 0.0
Br 4.630 -1.625 2.769 0.4 0.1 0.0
O 2.342 -4.328 -0.714 -0.1 0.2 -0.1
O -2.556 -2.443 -0.715 0.1 0.2 -0.1
C -0.860 -1.407 1.271 0.3 0.0 0.1
C 6.382 -0.855 3.109 -0.1 -0.2 0.1
C -2.399 2.671 0.610 0.0 -0.8 -0.5
C 1.769 -2.376 1.272 -0.5 0.0 -0.1
C 0.246 -4.344 -4.365 -0.1 0.0 -0.2
C -2.630 1.039 2.643 0.0 -0.5 -0.5
C 1.318 -1.522 2.266 -0.1 0.1 0.2
C -3.172 1.516 1.279 -0.2 0.7 0.2
C -1.029 -3.792 -4.392 -0.2 0.1 0.3
C -1.053 4.194 -2.000 0.4 -0.2 0.0
C -0.444 -0.117 3.406 -0.4 -0.1 -0.3
C 6.295 0.352 4.004 0.1 0.2 -0.1
C 0.505 -3.717 -2.064 -0.1 0.1 -0.2
C -1.113 1.173 2.887 0.2 0.0 0.6
C -2.172 3.678 -2.896 0.0 -0.1 -0.2
C 1.018 -4.299 -3.217 0.0 -0.1 0.0
C 0.892 -2.736 0.254 -0.1 0.1 0.0
C -1.550 -3.211 -3.246 0.1 -0.1 0.0
C -0.789 -3.189 -2.087 0.2 0.2 0.3
C -1.426 2.125 -0.449 0.1 0.1 0.4
C 1.335 -3.656 -0.827 0.3 -0.2 0.1
C -1.681 2.693 -3.962 -0.4 0.2 -0.1
C -0.413 -2.238 0.257 0.0 -0.1 -0.2
C 0.012 -1.028 2.290 0.0 -0.1 -0.1
C -1.357 -2.601 -0.838 -0.4 -0.1 0.0
C -0.461 3.174 -0.999 -0.1 0.1 0.0
H -2.958 3.183 -2.321 0.0 0.2 0.1
H -2.036 1.662 -1.228 0.2 0.0 -0.1
H 0.639 -4.817 -5.257 0.0 0.0 0.0
H -4.195 1.861 1.452 0.0 -0.2 0.0
H 1.964 -1.205 3.074 0.1 -0.1 -0.1
H -0.557 1.499 2.011 -0.1 0.1 -0.1
H 6.814 -0.626 2.140 0.0 0.0 0.0
H -1.852 3.261 1.347 -0.1 0.2 0.0
H -0.758 3.042 -4.429 0.1 -0.1 0.1
H -3.118 3.295 0.075 0.1 0.3 0.2
H -0.235 4.493 -2.664 0.0 0.2 0.1
H -1.339 5.107 -1.473 -0.3 -0.1 0.0
H -2.652 4.524 -3.394 0.1 0.0 0.0
H -2.539 -2.773 -3.232 0.0 0.0 0.0
H -0.077 3.745 -0.147 0.1 -0.1 0.0
H -0.830 1.310 -0.027 -0.1 0.0 0.1
H 2.017 -4.713 -3.217 0.0 0.0 0.1
H 5.635 0.192 4.851 0.0 0.0 0.0
H -2.898 -0.017 2.741 -0.1 0.0 0.1
H -1.191 -0.664 3.991 0.1 0.0 0.2
H -1.886 -1.070 1.241 0.0 0.0 0.0
H 6.962 -1.640 3.589 0.0 0.0 0.0
H 0.398 0.109 4.061 0.0 0.0 0.0
H -1.642 -3.820 -5.284 0.1 0.0 -0.1
H 0.414 2.676 -1.422 -0.1 0.0 -0.2
H 7.283 0.633 4.360 0.0 0.0 0.0
H -3.258 0.703 0.554 0.1 -0.1 0.1
H -0.966 1.942 3.649 0.1 0.1 -0.1
H -3.191 1.540 3.433 0.2 0.1 0.0
H 2.769 -2.781 1.252 0.0 0.0 0.0
H -2.427 2.625 -4.758 0.0 -0.1 0.0
H -1.549 1.685 -3.568 0.2 0.0 0.0
```
Positions in Å, forces in eV/Å.

- Net charge: 0
- Orbital gap: 8.631 eV
- Structure (SMILES): CCCCCCCCCCc1ccc2c(c1)C(=O)c1ccccc1C2=O.BrCCBr
- Energy: -171661.9193 eV


Q: Which of these has the lowest energy?
A: C26H32Br2O2